Molecular formula: C10H26AgO7S3
Method: DFT, ωB97M-V with the def2-TZVPD basis set

The geometry in XYZ format:
```
47
Properties=species:S:1:pos:R:3:forces:R:3:lowdin_charge:R:1
Ag 4.88906 -17.81936 4.13385 1.6 1.5 -0.7 0.68
O 5.03100 -15.40812 3.33871 -1.0 0.8 0.6 -0.40
C 4.80287 -14.01369 3.42407 2.1 -1.7 0.1 -0.45
C 6.01518 -13.04522 3.90210 2.7 -1.8 -0.8 -0.45
O 7.36192 -13.27883 3.48171 -2.4 0.7 0.1 -0.37
H 4.10888 -13.72655 4.21402 -1.3 0.2 0.4 0.03
H 4.45015 -13.74200 2.42914 -0.3 0.9 -0.4 0.05
H 6.03831 -13.03618 4.99182 -0.4 -0.7 1.1 0.04
H 5.70002 -12.01193 3.75684 -0.5 0.9 -0.9 0.03
O 9.36039 -15.54169 3.93782 -0.1 -3.2 0.9 -0.11
C 9.19029 -16.87402 4.59498 -1.9 1.1 -1.0 -0.28
C 8.40123 -18.07866 3.90213 -1.6 1.8 -2.7 -0.45
O 7.18000 -17.75404 3.25637 0.7 -0.5 1.3 -0.40
H 8.51428 -16.69771 5.43165 0.3 0.5 0.6 0.08
H 10.14768 -17.28157 4.91965 0.5 0.3 0.3 0.07
H 8.21352 -18.93415 4.55098 0.6 -0.1 1.1 0.06
H 9.06413 -18.43972 3.11582 0.7 -0.4 -0.4 0.05
C 1.48339 -16.06178 2.14699 1.8 -0.8 0.8 -0.25
S 1.24289 -16.92639 3.81209 -2.0 0.2 0.0 0.81
O 2.28894 -17.93410 4.20730 -0.4 1.3 -0.7 -0.61
C 1.29347 -15.41524 4.92240 0.6 -0.7 -1.0 -0.24
H 1.51764 -16.79272 1.33911 -0.6 -0.3 0.3 0.00
H 2.53488 -15.78188 2.21106 0.3 0.8 0.0 0.02
H 0.81705 -15.23056 1.91641 -0.1 -0.2 0.6 0.04
H 2.33565 -15.09759 4.95481 0.1 0.2 0.1 0.03
H 0.88555 -15.69556 5.89354 0.2 -0.1 -0.1 0.02
H 0.67297 -14.63991 4.47300 0.0 -0.1 -0.1 0.04
C 2.89451 -19.72894 0.08787 -0.7 -0.2 -0.2 -0.30
S 3.72962 -18.65138 1.24387 2.0 -1.0 2.1 0.85
O 4.35073 -19.50456 2.39030 -1.3 1.1 -2.8 -0.58
C 5.02003 -18.11381 0.07543 0.7 0.3 -1.1 -0.24
H 3.55105 -20.27058 -0.59307 0.0 -0.2 0.3 0.05
H 2.23374 -19.08081 -0.48780 0.1 0.2 -0.3 0.04
H 2.20368 -20.35551 0.65203 0.3 -0.3 0.1 0.05
H 6.04419 -18.44929 0.23872 -0.1 0.2 1.4 0.07
H 5.00596 -17.02885 -0.02830 0.1 0.0 0.6 0.05
H 4.93129 -18.47391 -0.94953 -1.0 -0.3 -0.1 0.03
C 2.88528 -17.31113 7.41511 1.9 0.4 0.2 -0.24
S 4.04685 -18.72041 7.43832 -0.5 -2.1 -0.8 0.83
O 4.25772 -19.06303 5.97439 0.1 0.0 1.9 -0.62
C 5.58066 -18.03164 8.21124 -1.3 1.2 -0.7 -0.24
H 1.83400 -17.48577 7.64404 0.3 -0.6 0.0 0.05
H 3.05651 -16.95189 6.40036 -0.2 0.3 0.0 0.02
H 3.36287 -16.66293 8.14985 -0.5 0.6 -0.1 0.04
H 5.84608 -17.16715 7.60271 0.5 -0.1 -0.1 0.06
H 6.40040 -18.73824 8.34093 -0.4 -0.2 -0.3 0.05
H 5.21122 -17.65402 9.16466 0.2 -0.1 0.2 0.03
```
Forces are in eV/Å.

**Spin multiplicity**: 2
**Calculated total energy**: -61615.0894 eV
**E_HOMO (spin up / spin down)**: 1.154 / 1.764 eV
**Strongest force on any atom**: 3.59 eV Å⁻¹
**Total charge**: -2
**Expectation value of S²**: 0.761
**Frontier orbital gap (spin up / spin down)**: 2.7 / 2.1 eV